Record 1
# C3H3N3O

2 unconnected molecules or ions with the total composition C3H3N3O (wB97M-V/def2-TZVPD, the Open Molecules 2025 dataset).

Output
Energy above the lowest of the compared OMol25 structures with the same formula, charge and spin   74.74 kJ/mol
Lowest unoccupied orbital energy   0.47 eV
SMILES   N=C=CC=O.N#N
Maximum force   0.03546 hartree/bohr
Gap between HOMO and LUMO   10.1 eV

Cartesian coordinates (Å):
N 2.1588 -0.4064 0.6331
C 1.0526 -0.6778 0.2200
N 0.2536 2.1508 -0.9473
N -0.7531 2.3624 -1.3396
O -1.2532 0.3634 1.4292
C -1.3216 -0.4939 0.5725
C -0.1688 -1.0541 -0.1391
H 2.6336 0.4184 0.2730
H -2.3001 -0.9067 0.2528
H -0.3018 -1.7562 -0.9546

Forces on atoms 1 to 2 (eV/Å):
-0.753 -0.155 -0.268
0.535 0.090 0.135

=====

Record 2
# C12H14

A single C12H14 molecule (wB97M-V/def2-TZVPD, the Open Molecules 2025 dataset).

Output
Energy above the lowest of the compared OMol25 structures with the same formula, charge and spin   271.21 kJ/mol
Lowest unoccupied orbital energy   0.95 eV
SMILES   CC1(C)[C@H]2C[C@]21c1ccccc1
Maximum force   0.09250 hartree/bohr
Gap between HOMO and LUMO   8.3 eV

Cartesian coordinates (Å):
C -0.1046 -2.9687 -1.9637
C 0.1393 -1.7420 -2.4535
C 0.0905 -3.1852 -0.5401
C 0.4687 -0.6709 -1.6512
C 0.3987 -2.1554 0.2971
C 0.5476 -0.8557 -0.2391
C 1.3203 0.6224 2.0179
C 1.0617 1.6489 0.9225
C 0.8241 0.2428 0.6449
C -0.4007 1.6453 0.6417
C -1.4635 1.6388 1.6496
C -0.7188 2.1598 -0.7164
H -0.3361 -3.7967 -2.5198
H 0.0931 -1.6564 -3.4968
H -0.1922 -4.1634 -0.1340
H 0.6715 0.2018 -2.1811
H 0.3975 -2.2123 1.4877
H 2.2946 0.2509 2.2208
H 0.6753 0.6179 2.8291
H 1.8185 2.5008 0.7243
H -1.1023 1.4248 2.6162
H -2.1210 0.8268 1.2749
H -1.9277 2.7250 1.6131
H 0.2325 2.3589 -1.1598
H -1.2708 3.1019 -0.6172
H -1.3962 1.4399 -1.2672

Forces on atoms 1 to 2 (eV/Å):
1.076 -0.213 4.629
0.042 0.250 -0.048

=====

Record 3
# C13H18Cl3N5OPdS3

A molecular structure, C13H18Cl3N5OPdS3 (wB97M-V/def2-TZVPD, the Open Molecules 2025 dataset).

Output
Energy above the lowest of the compared OMol25 structures with the same formula, charge and spin   18.07 kJ/mol
Lowest unoccupied orbital energy (spin up / spin down)   -8.93 / -8.93 eV
Total charge   +2
Maximum force   0.02989 hartree/bohr
Gap between HOMO and LUMO (spin up / spin down)   6.1 / 6.1 eV

Cartesian coordinates (Å):
Pd 0.5893 -0.1781 0.2634
S -2.2742 0.6497 -3.2428
C -1.2219 0.3627 -2.0820
S -0.6295 1.5505 -1.0259
S -0.4839 -1.1305 -1.7751
N -1.1797 -0.3724 1.2597
C -1.1633 -0.6604 2.7371
C -0.3943 0.4097 3.4974
C 1.1360 0.2508 3.3699
C 1.7892 1.4908 2.7951
N 1.2683 1.7015 1.4059
H -1.7141 0.4796 1.1015
H -1.6734 -1.1218 0.7778
H -0.7209 -1.6442 2.8851
H -2.1993 -0.7017 3.0741
H -0.6902 0.3915 4.5444
H -0.7203 1.3828 3.1140
H 1.3587 -0.5796 2.6929
H 1.5904 -0.0142 4.3246
H 2.8725 1.3890 2.7663
H 1.5654 2.3687 3.4023
H 1.9306 2.2355 0.8510
H 0.4176 2.2514 1.4590
N 6.6458 -1.0554 -3.2112
C 6.4014 -0.4376 -2.0376
O 7.2399 0.0425 -1.3121
C 4.9513 -0.3559 -1.6000
C 4.7084 -0.4056 -0.2319
C 3.4185 -0.2932 0.2236
N 2.3780 -0.1135 -0.6145
C 2.6061 -0.0343 -1.9342
C 3.8800 -0.1574 -2.4563
H 7.6032 -1.1210 -3.5204
H 5.9302 -1.4621 -3.7850
H 5.5355 -0.5072 0.4580
H 3.1938 -0.3533 1.2785
H 1.7590 0.1543 -2.5722
H 4.0146 -0.0587 -3.5254
Cl 1.7150 -5.6773 1.8441
C 0.5622 -5.0132 0.7021
Cl -1.0964 -5.3282 1.1994
Cl 0.8609 -5.5852 -0.9317
C 0.7342 -3.5398 0.6911
N 0.8643 -2.4031 0.6777

Forces on atoms 1 to 2 (eV/Å):
-0.844 0.570 -1.151
-0.249 0.154 -0.259

=====

> maximum force of number 1 (C3H3N3O)?

0.03546 hartree/bohr